Run A
Computed, not measured: C58H47AsCl2CrN7O2 as an isolated structure, with wB97M-V/def2-TZVPD.

Geometry as ORCA input:
```
! RIJCOSX wB97M-V def2-TZVPD def2/J DEFGRID3
* xyz -1 5
Cr -1.2310 -1.1547 0.2750
Cl 0.0804 -1.6203 6.7356
C -0.1000 -2.0982 5.0757
C 0.1076 -1.1473 4.0858
C -0.0382 -1.4940 2.7509
N 0.1619 -0.6043 1.6754
C 1.2511 0.2207 1.6863
O 2.3320 0.0269 2.4675
C 1.2627 1.4405 0.9447
C 2.2187 2.4452 1.2398
C 2.1960 3.6247 0.5464
C 1.2425 3.8008 -0.4695
C 0.3538 2.7680 -0.6995
N 0.3131 1.6289 -0.0101
C -0.4804 -2.7943 2.4132
C -0.6439 -3.7465 3.4029
C -0.4459 -3.3962 4.7349
Cl -0.6614 -4.6163 5.9546
N -0.7950 -2.9252 1.0511
C -1.2624 -4.0486 0.4810
O -1.0985 -5.2107 0.8043
C -2.1933 -3.6805 -0.6478
C -2.7272 -4.6222 -1.5059
C -3.6989 -4.2404 -2.4108
C -4.1479 -2.9273 -2.3714
C -3.5533 -2.0490 -1.4923
N -2.5504 -2.3878 -0.6758
H 0.3969 -0.1409 4.3559
H 2.9436 2.2529 2.0186
H 2.9058 4.4100 0.7752
H 1.2084 4.7052 -1.0644
H -0.3896 2.8695 -1.4899
H -0.9285 -4.7554 3.1452
H -2.3531 -5.6354 -1.4373
H -4.1078 -4.9445 -3.1240
H -4.9401 -2.5817 -3.0227
H -3.8758 -1.0184 -1.4342
C -4.7368 4.8613 0.2982
C -5.2948 4.0055 -0.8075
C -6.3612 4.4356 -1.5864
C -6.8727 3.6581 -2.6153
C -6.3102 2.4171 -2.8674
C -5.2505 1.9628 -2.0971
C -4.7342 2.7502 -1.0692
N -3.6573 2.3372 -0.2516
C -2.7776 1.3054 -0.5222
N -2.2923 1.2852 -1.7713
C -1.4377 0.3291 -2.3996
C -0.8436 -0.7138 -1.6905
C -0.0493 -1.5951 -2.4250
C 0.1784 -1.4317 -3.7812
C -0.4229 -0.3746 -4.4521
C -1.2469 0.5137 -3.7756
C -1.9354 1.6322 -4.5226
N -2.4272 0.4401 0.3694
C -2.9804 0.4592 1.6905
C -3.7817 -0.6173 2.0749
C -4.2995 -0.6992 3.3558
C -4.0314 0.3092 4.2685
C -3.2228 1.3710 3.8936
C -2.6707 1.4631 2.6182
C -1.6984 2.5726 2.2951
H -5.1572 5.8645 0.2545
H -3.6493 4.9359 0.2208
H -4.9694 4.4442 1.2839
H -6.7938 5.4101 -1.3873
H -7.7007 4.0175 -3.2126
H -6.7000 1.7884 -3.6589
H -4.8287 0.9853 -2.2881
H -3.7498 2.5485 0.7296
H -2.5821 2.0614 -2.3413
H 0.3980 -2.4413 -1.9141
H 0.8200 -2.1194 -4.3207
H -0.2548 -0.2375 -5.5148
H -1.7031 1.5631 -5.5843
H -1.6098 2.6221 -4.1823
H -3.0248 1.5795 -4.4197
H -3.9934 -1.3987 1.3539
H -4.9042 -1.5511 3.6404
H -4.4280 0.2557 5.2747
H -2.9866 2.1432 4.6179
H -1.1291 2.8319 3.1873
H -2.1960 3.4884 1.9532
H -1.0013 2.2601 1.5184
C 6.8880 -3.2004 -3.1053
C 5.5866 -3.6774 -3.1221
C 4.6205 -3.0838 -2.3163
C 4.9303 -2.0192 -1.4738
C 6.2490 -1.5660 -1.4519
C 7.2156 -2.1417 -2.2646
As 3.4592 -1.1637 -0.4460
C 3.9854 -1.6131 1.3516
C 3.0792 -1.2650 2.5281
C 3.8750 -1.2063 3.7978
C 4.9779 -1.9812 3.9595
C 5.5399 -2.7199 2.8909
C 5.0642 -2.4428 1.6091
C 4.2628 0.6446 -0.6095
C 4.1139 1.3178 -1.8222
C 4.7113 2.5546 -2.0284
C 5.4635 3.1380 -1.0162
C 5.6139 2.4754 0.1963
C 5.0150 1.2363 0.3982
H 7.6453 -3.6483 -3.7385
H 5.3213 -4.5132 -3.7602
H 3.6021 -3.4612 -2.3393
H 6.5282 -0.7608 -0.7859
H 8.2309 -1.7632 -2.2380
H 2.3119 -2.0388 2.6349
H 3.4395 -0.6377 4.6148
H 5.4620 -2.0161 4.9330
H 6.3939 -3.3694 3.0408
H 5.6213 -2.8430 0.7710
H 3.5172 0.8598 -2.6068
H 4.5816 3.0681 -2.9763
H 5.9185 4.1107 -1.1701
H 6.1993 2.9240 0.9919
H 5.1248 0.7207 1.3486
*
```

Properties
Molar mass: 1071.88 g/mol
E_HOMO (alpha / beta): -2.2 / -2.2 eV


Run B
Computed, not measured: C58H47AsCl2CrN7O2 as an isolated structure, with wB97M-V/def2-TZVPD.

Geometry as ORCA input:
```
! RIJCOSX wB97M-V def2-TZVPD def2/J DEFGRID3
* xyz -1 5
Cr 0.3012 0.6064 1.0994
Cl -5.1444 2.6348 4.8255
C -3.7238 2.6611 3.8163
C -3.2355 1.4533 3.3291
C -2.1107 1.4237 2.5184
N -1.5721 0.2642 1.9156
C -2.3856 -0.7419 1.5877
O -3.5491 -0.9589 1.9503
C -1.8167 -1.6868 0.5471
C -2.4553 -2.9025 0.3225
C -1.9898 -3.7229 -0.6852
C -0.9070 -3.3007 -1.4453
C -0.3377 -2.0739 -1.1536
N -0.7769 -1.2790 -0.1787
C -1.4290 2.6352 2.2103
C -1.9516 3.8370 2.6902
C -3.0894 3.8414 3.4865
Cl -3.6911 5.3741 4.0560
N -0.2758 2.4829 1.4604
C 0.5426 3.5209 1.0765
O 0.2519 4.7245 1.1381
C 1.8230 3.0713 0.5533
C 2.8408 3.9089 0.1350
C 4.1526 3.4513 0.0845
C 4.3979 2.2740 0.8441
C 3.3734 1.4651 1.2125
N 2.1102 1.6345 0.4968
H -3.7466 0.5377 3.5735
H -3.3058 -3.1512 0.9409
H -2.4692 -4.6727 -0.8901
H -0.5252 -3.8925 -2.2669
H 0.4961 -1.6969 -1.7330
H -1.4589 4.7629 2.4422
H 2.5881 4.9489 -0.0396
H 4.9645 4.0924 -0.2285
H 5.3791 2.0956 1.2760
H 3.4246 0.7182 1.9896
C 3.6533 -5.2296 1.2951
C 4.8357 -4.3190 1.1195
C 6.0782 -4.8067 0.7334
C 7.1615 -3.9598 0.5448
C 7.0186 -2.5987 0.7637
C 5.7953 -2.0927 1.1772
C 4.7049 -2.9428 1.3370
N 3.4570 -2.4281 1.7561
C 2.6715 -1.5202 1.0762
N 3.2047 -1.0407 -0.0688
C 2.6283 -0.2138 -1.0749
C 2.1289 1.0736 -0.8333
C 1.5909 1.7871 -1.9047
C 1.6192 1.2709 -3.1851
C 2.1731 0.0229 -3.4270
C 2.6729 -0.7312 -2.3762
C 3.2368 -2.1051 -2.6252
N 1.5121 -1.1620 1.5323
C 0.9499 -1.9248 2.5954
C 0.4584 -3.1995 2.3214
C -0.1485 -3.9535 3.3148
C -0.2727 -3.4274 4.5901
C 0.2088 -2.1539 4.8588
C 0.8239 -1.3803 3.8802
C 1.3070 0.0072 4.1864
H 3.8933 -6.2406 0.9695
H 2.7956 -4.8723 0.7215
H 3.3319 -5.2831 2.3388
H 6.1914 -5.8709 0.5619
H 8.1149 -4.3645 0.2310
H 7.8579 -1.9291 0.6302
H 5.6739 -1.0351 1.3836
H 2.9682 -2.9217 2.4873
H 4.1249 -1.3822 -0.2893
H 1.1791 2.7678 -1.7117
H 1.2106 1.8570 -3.9998
H 2.2053 -0.3793 -4.4331
H 3.0971 -2.3857 -3.6686
H 2.7506 -2.8580 -1.9986
H 4.3088 -2.1562 -2.4111
H 0.5276 -3.5737 1.3052
H -0.5428 -4.9351 3.0831
H -0.7581 -3.9975 5.3718
H 0.0954 -1.7364 5.8524
H 1.2534 0.2056 5.2564
H 0.6923 0.7612 3.6825
H 2.3338 0.1631 3.8534
C -7.3226 2.4317 -0.7117
C -6.6546 1.6605 0.2268
C -5.3064 1.3667 0.0536
C -4.6257 1.8403 -1.0654
C -5.3012 2.6177 -2.0022
C -6.6450 2.9116 -1.8265
As -2.7352 1.3681 -1.1996
C -2.8702 0.0471 -2.6437
C -1.7372 -0.2500 -3.4001
C -1.7616 -1.2542 -4.3560
C -2.9174 -1.9984 -4.5546
C -4.0443 -1.7249 -3.7927
C -4.0221 -0.7067 -2.8466
C -2.0490 2.8938 -2.2075
C -1.5109 3.9133 -1.4247
C -0.9030 5.0145 -2.0113
C -0.8348 5.1084 -3.3948
C -1.3863 4.1065 -4.1840
C -1.9901 3.0025 -3.5942
H -8.3696 2.6716 -0.5709
H -7.1723 1.2971 1.1056
H -4.7845 0.7701 0.7965
H -4.7712 3.0050 -2.8649
H -7.1642 3.5226 -2.5552
H -0.8224 0.3090 -3.2413
H -0.8701 -1.4608 -4.9375
H -2.9389 -2.7874 -5.2966
H -4.9502 -2.3017 -3.9364
H -4.9134 -0.4966 -2.2661
H -1.5387 3.8496 -0.3442
H -0.4666 5.7691 -1.3691
H -0.3491 5.9577 -3.8599
H -1.3415 4.1794 -5.2645
H -2.4031 2.2211 -4.2213
*
```

Properties
Molar mass: 1071.88 g/mol
E_HOMO (alpha / beta): -3.5 / -3.6 eV


Which is most stable, and by how much? run B, by 387.9 kJ/mol.